Record 1
13
Properties=species:S:1:pos:R:3:lowdin_charge:R:1 method="wB97M-V/def2-TZVPD" homo_energy_ev="-7.88 / -7.74" gap_ev="7.7 / 7.2" charge=0 spin_multiplicity=1 lumo_ha="-0.00643 / -0.01852"
P 2.2246 0.2462 -0.1779 0.610
P -0.2361 -1.7029 0.1440 0.766
O -0.5291 0.6197 1.6417 -0.047
C -1.0880 0.8076 -0.7913 -0.139
C -0.4407 0.1387 0.3589 -0.688
H 0.2086 0.4332 2.1763 0.063
H 0.3328 -1.6157 -1.2152 -0.063
H -1.5509 -2.0226 0.0463 -0.135
H 2.9177 1.0017 0.8211 -0.214
H -0.8039 1.8030 -0.8649 0.065
H 2.0445 -1.0121 0.2902 -0.312
H -0.9676 0.3281 -1.6573 0.023
H -2.1119 0.9751 -0.7720 0.071

---

Record 2
12
Properties=species:S:1:pos:R:3:lowdin_charge:R:1 method="wB97M-V/def2-TZVPD" homo_energy_ev=-9.12 gap_ev=9.9 charge=0 spin_multiplicity=1 lumo_ha=0.02882
S 1.9226 -0.1874 2.3305 0.665
O -2.1235 -0.1705 -3.2214 -0.091
C 0.3727 -0.2008 0.0715 -0.215
C 0.4370 0.4391 1.4669 -0.636
H 1.3567 -0.0936 3.5526 -0.151
H -0.5440 0.1056 -0.4599 0.063
H 1.2452 0.1937 -0.4760 0.065
H 0.5277 1.5333 1.3260 0.064
H -1.3889 0.4840 -3.2381 0.044
H 0.4269 -1.3025 0.0728 0.068
H -1.6834 -1.0406 -3.3535 0.047
H -0.5491 0.2397 1.9286 0.077

---

Record 3
12
Properties=species:S:1:pos:R:3:lowdin_charge:R:1 method="wB97M-V/def2-TZVPD" homo_energy_ev="-15.15 / -15.15" gap_ev="11.2 / 6.4" charge=+1 spin_multiplicity=2 s2=0.753 lumo_ha="-0.14383 / -0.32208"
S -0.2939 0.7706 1.5630 1.123
O 2.0703 -1.0364 -1.6182 -0.128
C -0.2317 1.6929 -0.0569 -0.228
C -0.9125 -0.8850 1.0734 -0.300
H -0.2559 -1.6393 1.6913 0.116
H 1.4064 -1.2651 -0.8126 0.076
H 0.8541 1.5316 -0.2028 0.067
H -0.5685 2.6530 0.0453 0.024
H -0.8273 -0.9854 0.0456 -0.002
H -0.7302 1.0010 -0.8107 0.086
H 1.4230 -0.5881 -2.2659 0.069
H -1.9339 -1.2498 1.3486 0.098

---

Record 4
13
Properties=species:S:1:pos:R:3:lowdin_charge:R:1 method="wB97M-V/def2-TZVPD" homo_energy_ev=-8.57 gap_ev=9.3 charge=0 spin_multiplicity=1 lumo_ha=0.02657
S 0.9823 0.0326 0.4069 0.431
S -0.5869 0.5314 -0.8143 0.439
O 0.2915 -3.2370 -0.9607 -0.078
C 0.1129 -0.0619 1.9898 -0.500
C -0.0832 2.1600 -1.4683 -0.455
H 0.9846 2.1458 -1.6445 0.021
H -0.3921 2.9754 -0.8385 0.025
H 0.6653 -0.3355 2.8967 0.040
H -0.5649 2.1517 -2.4378 0.018
H -0.7250 -0.7468 1.8773 0.014
H 0.0171 -2.5970 -0.2880 -0.014
H -0.3698 -3.9360 -0.9463 0.031
H -0.3318 0.9172 2.2276 0.029

---

Record 5
13
Properties=species:S:1:pos:R:3:lowdin_charge:R:1 method="wB97M-V/def2-TZVPD" homo_energy_ev=-9.03 gap_ev=9.8 charge=0 spin_multiplicity=1 lumo_ha=0.02758
S -1.1653 0.7349 0.3977 0.445
S 0.4106 1.5282 -0.5905 0.426
O -1.5108 -1.8179 -1.5327 -0.093
C -0.6037 0.7734 2.1411 -0.441
C 1.5177 0.1448 -0.9584 -0.478
H 1.5700 0.0270 -2.0335 0.021
H -0.4826 -0.2694 2.3901 0.015
H 0.2920 1.3341 2.3611 0.030
H -1.4163 1.1382 2.7569 0.019
H -1.5656 -1.7809 -2.5012 0.045
H -0.7380 -1.2691 -1.3424 -0.046
H 2.5216 0.2563 -0.5636 0.027
H 1.1704 -0.7994 -0.5245 0.030

---

Record 6
12
Properties=species:S:1:pos:R:3:lowdin_charge:R:1 method="wB97M-V/def2-TZVPD" homo_energy_ev=-8.94 gap_ev=9.6 charge=0 spin_multiplicity=1 lumo_ha=0.02335
S -0.5515 3.3839 0.6477 0.658
S -0.3015 -5.3934 -2.4116 0.432
C 1.2074 1.6006 1.7510 -0.176
C 0.3978 2.8714 2.1044 -0.626
H 0.5305 0.7591 1.5952 0.070
H 0.8784 3.7898 2.4464 0.059
H 1.6855 1.7923 0.8064 0.044
H -0.3359 2.6160 2.8627 0.048
H 0.8457 -4.7309 -2.0194 -0.181
H -0.8994 -5.4318 -3.5728 -0.251
H -0.7702 4.6754 0.9873 -0.150
H 1.9834 1.3968 2.4988 0.073

---

For each record above, in turn, the calculated ΔE to the lowest compared entry with this formula, charge and spin values are 69.19; 8.05; 27.95; 9.61; 10.02; 31.25 kcal per mole.